Record 1
11
Properties=species:S:1:pos:R:3:forces:R:3 method="wB97M-V/def2-TZVPD" multiplicity=1 energy_ha=-285.27513 e_lumo_ev="-0.859 / 0.033" orbital_gap_ev="6.75 / 8.33" de_lowest_kcal_mol=87.51
C 0.8171 0.3847 -1.5363 0.0 0.1 0.0
C 0.1952 -0.4602 -0.5034 -0.5 0.0 -1.2
O 0.6702 -0.4558 0.6895 0.1 -0.2 1.2
C -0.2893 -0.6361 1.6715 0.4 0.2 0.0
C -1.3681 0.2536 1.6012 -0.9 0.6 0.0
N -2.2315 1.0352 1.5026 0.8 -0.8 0.1
H 0.7676 -0.0814 -2.5231 0.1 0.1 0.1
H 0.2362 1.3196 -1.5797 0.1 -0.1 -0.1
H 1.8438 0.6469 -1.2710 -0.1 -0.1 -0.1
H -0.7498 -0.9808 -0.6432 0.1 0.2 0.0
H 0.1086 -1.0257 2.5918 -0.1 0.1 0.0

=====

Record 2
37
Properties=species:S:1:pos:R:3:forces:R:3 method="wB97M-V/def2-TZVPD" multiplicity=1 energy_ha=-1505.84085 e_lumo_ev=-1.191 orbital_gap_ev=6.88 de_lowest_kcal_mol=67.16
O -2.3181 -1.5341 0.2627 -7.5 -0.6 -1.0
O 0.7872 2.2611 1.0301 1.2 -1.0 0.5
F 6.2580 -2.3422 -2.7977 -0.7 -0.1 0.6
N -0.4326 -2.6987 0.1210 -1.9 1.7 0.8
S 1.0952 -0.6232 0.7950 1.9 0.2 -0.2
C -1.1843 -1.5981 0.4015 1.5 0.9 0.7
C -0.4143 2.1045 1.0686 3.3 4.7 -2.2
C 0.7520 -2.2808 0.2542 2.1 -2.2 -0.6
C -0.5815 -0.2867 0.7986 1.0 0.9 0.3
C -1.1671 0.9461 0.9922 -1.1 -4.7 0.7
C -4.8660 1.4543 1.3838 -1.2 1.2 -0.6
C -4.8590 2.8648 1.1009 -0.9 -1.7 0.3
C 5.0859 -2.1875 -0.6713 -4.2 -1.7 -3.7
C 4.1428 -3.3663 -2.6490 -1.4 -1.6 -0.9
C -3.7420 0.6751 1.3433 0.7 -0.4 0.8
C 3.7859 -2.3276 -0.0662 2.9 -1.3 -3.3
C 2.9937 -3.7007 -1.8973 1.7 -0.8 -1.9
C -3.6959 3.5434 0.9488 2.7 0.8 -0.9
C 5.1312 -2.6136 -2.0638 1.2 0.1 1.4
C -2.5374 1.3730 1.1067 -1.0 0.0 0.1
C 2.8000 -3.1398 -0.6781 2.0 1.3 0.5
C -2.5090 2.7792 0.9949 -1.4 -0.3 -0.7
N 1.5821 -3.3066 -0.1267 -1.3 0.7 1.9
N -1.1998 3.2383 0.8021 -2.4 -1.7 2.1
C -0.8569 4.2777 -0.1012 2.1 1.8 1.8
H -5.8543 1.0131 1.5041 0.3 -0.1 0.1
H -5.8262 3.3260 0.9566 0.0 0.2 0.2
H 5.8649 -1.6204 -0.2996 1.3 1.1 0.9
H 4.0860 -3.8447 -3.6892 1.0 1.2 1.5
H -3.7700 -0.4229 1.5947 0.1 1.5 -0.7
H 3.6909 -1.7005 0.7320 -0.9 0.9 2.6
H 2.3455 -4.4801 -2.3524 0.0 1.0 0.6
H -3.4918 4.5992 0.6212 -1.1 -1.0 0.7
H 0.9672 -4.0461 -0.4760 0.6 0.3 0.1
H -0.4671 3.8097 -0.9387 0.3 -0.6 -2.3
H -1.6379 5.0120 -0.2908 -0.1 -0.5 0.0
H 0.0427 4.8431 0.2852 -1.0 -0.4 -0.1

=====

Record 3
19
Properties=species:S:1:pos:R:3:forces:R:3 method="wB97M-V/def2-TZVPD" multiplicity=1 energy_ha=-431.93987 e_lumo_ev=-2.631 orbital_gap_ev=11.02 total_charge=+1 de_lowest_kcal_mol=52.89
C 3.6985 1.4008 0.1974 -3.8 -1.8 -0.6
C -2.7357 0.2891 0.3126 -0.8 0.0 2.0
C -0.3835 0.0465 -0.1535 0.7 0.9 0.4
C 0.7551 -2.1692 -0.1868 -1.0 -2.6 0.2
N 2.6827 0.8811 0.0034 2.8 1.3 0.2
N -2.7748 1.5127 0.0417 0.8 0.0 -1.1
N -1.5481 -0.4681 0.3037 -0.4 -0.1 0.3
N -0.1233 1.3459 -0.4266 -3.8 0.2 1.5
N 0.6329 -0.7505 -0.2709 1.5 -0.4 -1.4
H 4.5316 1.9285 0.4432 2.2 1.1 0.5
H -3.5209 -0.2551 0.8570 -0.2 -0.1 -0.8
H 1.8123 -2.3774 -0.4413 -0.7 -0.2 0.3
H 0.5437 -2.5411 0.8823 0.4 0.4 -1.6
H 0.0974 -2.7993 -0.9429 1.1 1.5 1.5
H -3.6652 1.9812 -0.0639 -0.2 -0.4 0.6
H -1.5427 -1.4287 0.7446 0.0 1.8 -1.0
H 0.7745 1.5924 -0.6929 1.8 0.3 -0.5
H -0.7307 2.1009 -0.0172 0.5 -1.4 -1.0
H 1.4959 -0.2896 -0.5897 -0.8 -0.3 0.6

=====

Record 4
31
Properties=species:S:1:pos:R:3:forces:R:3 method="wB97M-V/def2-TZVPD" multiplicity=1 energy_ha=-745.57116 e_lumo_ev=-3.550 orbital_gap_ev=8.92 total_charge=+1 de_lowest_kcal_mol=151.04
C 5.4908 -0.2699 -0.1195 0.6 0.1 -0.3
C 4.1587 0.6000 -0.0059 1.7 1.2 -0.2
O 3.0147 0.0476 -0.6933 -0.3 -0.1 1.9
C 2.0025 -0.4253 0.2036 -0.8 -1.0 -0.2
C 0.6529 0.4748 0.1592 2.7 0.2 0.2
O -0.3389 -0.3295 -0.5297 0.9 -0.2 -0.1
N -1.6013 0.1465 -0.3552 -2.6 0.0 0.5
B -2.0188 1.5955 -0.2433 -0.4 3.3 -0.2
C -2.8093 2.1830 1.0632 -0.7 -0.9 -0.6
O -1.7592 2.5324 -1.3127 -1.0 -2.5 1.3
C -2.5869 -0.7694 -0.3383 -0.7 -1.8 0.1
N -4.0135 -0.5101 -0.2113 2.4 -4.8 -0.8
C -4.5432 -1.8280 -0.3075 3.5 2.6 0.0
N -3.5090 -2.7777 -0.4633 -3.6 1.0 0.3
N -2.2861 -2.1682 -0.4819 -1.4 3.6 0.4
H 5.3155 -1.3789 -0.3078 0.0 1.5 0.4
H 6.1575 0.1015 -0.9772 -1.1 -0.5 1.1
H 6.1298 -0.1353 0.8234 -1.0 -0.3 -1.3
H 3.9837 0.8430 1.0919 -0.3 -0.5 -1.3
H 4.3860 1.6073 -0.5096 -0.4 -1.4 0.7
H 2.3648 -0.5448 1.2831 -0.4 0.5 -1.5
H 1.7098 -1.4872 -0.1295 0.3 1.5 0.4
H 0.4075 0.7144 1.2398 -0.4 -0.2 -1.4
H 0.9466 1.3985 -0.4564 -0.9 -1.2 0.9
H -3.8336 2.5388 0.6787 1.4 -0.3 0.6
H -2.2917 3.0929 1.5025 -0.5 -1.2 -0.5
H -3.0391 1.3754 1.8330 0.4 1.2 -0.8
H -2.6397 2.6649 -1.7353 0.9 0.4 0.2
H -5.6680 -1.9495 -0.2763 1.8 -0.5 -0.1
H -3.6941 -3.7785 -0.5670 0.6 0.5 0.0
H -1.3610 -2.5966 -0.5914 -0.8 0.1 0.0